Molecular formula: C4H2AgLiO2
Method: DFT, the ωB97M-V functional and the def2-TZVPD basis

```
10
Properties=species:S:1:pos:R:3
H 2.43868 -1.94184 -1.02540
C 1.32093 -0.58504 -0.12472
C 0.47555 -0.03042 -1.00872
C -0.89056 0.15893 -0.68303
C -2.01477 0.48321 -0.29193
O -3.13178 0.89915 0.03943
O 1.71739 -0.60421 1.00755
Ag 3.48190 -0.06375 2.91684
Li -4.25040 1.61874 1.20254
H 0.85306 0.06524 -2.03256
```

Summary:
* HOMO (spin up / spin down): -10.16 / -10.32 eV
* HOMO-LUMO gap (spin up / spin down): 4.07 / 4.24 eV
* max |F|: 3.9 eV/Å
* multiplicity: 2
* total charge: +1
* LUMO level (spin up / spin down): -6.0871 / -6.0833 eV
* E_tot: -12466.45790 eV